Entry 1:
# C5H14N7O2SbSe4V

A molecular structure, C5H14N7O2SbSe4V (wB97M-V/def2-TZVPD, the OMol25 dataset).

Each line ends with the natural charge from an NBO analysis.
Atoms and positions in Å:
V: -1.4726 -0.0979 -0.7797  1.0212
Se: 4.9776 0.5859 -3.5509  -0.6868
Sb: 3.2854 1.1306 -1.9862  0.7289
Se: -1.8709 -1.0417 -3.0214  -0.3784
Se: 0.3548 -0.1676 -2.6420  -0.4531
Se: 4.1732 2.4536 -0.1150  -0.8842
C: 3.3010 -0.7541 1.7063  -0.4227
N: 2.0318 -1.2373 1.1853  -0.4241
C: 2.0339 -2.5771 0.6082  -0.4188
C: 1.0026 -0.4124 0.8739  0.6964
N: -0.1993 -0.8449 0.6597  -0.7987
N: 1.2809 0.9342 0.8241  -0.6999
C: 0.3923 1.9254 0.4373  0.6757
N: 0.9515 3.1604 0.4251  -0.8316
N: -0.8357 1.6678 0.1474  -0.7969
H: 3.9808 -0.4126 0.9229  0.2245
H: 3.7690 -1.5688 2.2589  0.2034
H: 3.1364 0.0682 2.4010  0.2180
H: 3.0525 -2.8214 0.3100  0.2128
H: 1.4114 -2.5972 -0.2850  0.2416
H: 1.6909 -3.3325 1.3216  0.1870
H: -0.2909 -1.8375 0.8250  0.3771
H: 2.2692 1.2123 0.7299  0.4547
H: 1.9704 3.1824 0.3034  0.4288
H: 0.4527 3.8468 -0.1170  0.3877
H: -1.3504 2.4965 -0.1241  0.3728
N: -5.9456 0.0030 -1.0372  -0.6311
N: -5.0303 -0.8651 -0.4143  -0.4821
C: -3.7627 -0.3701 -0.1580  0.8385
O: -2.9228 -1.1291 0.4327  -0.7161
O: -3.4093 0.7784 -0.5640  -0.6915
H: -6.4433 0.5778 -0.3687  0.3339
H: -6.5965 -0.5511 -1.5712  0.3506
H: -5.3881 -1.4052 0.3620  0.3624

For the electronic energy, the calculation gives -11522.925661 a.u. As for the HOMO energy (spin up / spin down): -3.77 / -3.83 eV. Its max |F| is 0.96 eV/A. Its charge is -1. The expectation value of S² is 2.0323. The frontier orbital gap (spin up / spin down) is 0.21070 / 0.21317 hartree. The value obtained for the molar mass is 692.76 g/mol. For the energy above the lowest of the compared OMol25 structures with the same formula, charge and spin, the calculation gives 63.0 kJ/mol. As for the LUMO energy (spin up / spin down): 1.96 / 1.97 eV. The multiplicity is 3.

---

Entry 2:
# C10H16

2 unconnected molecules or ions with the total composition C10H16 at a distorted geometry (wB97M-V/def2-TZVPD, the OMol25 dataset).

Each line ends with the natural charge from an NBO analysis.
Atoms and positions in Å:
C: -1.9327 -2.0467 -0.9699  -0.6082
C: -1.9376 -3.4968 -1.4355  -0.6037
H: -1.3911 -2.0181 -0.0169  0.2031
H: -1.2712 -1.4626 -1.6138  0.2015
H: -2.9061 -1.5881 -0.8061  0.2084
H: -0.9210 -3.8704 -1.5549  0.2009
H: -2.4255 -3.6131 -2.4057  0.1977
H: -2.4600 -4.1397 -0.7209  0.2000
C: 2.5774 0.6433 0.1410  -0.4251
C: 2.7188 -0.6361 -0.6772  -0.6158
C: 1.1133 0.9894 0.3804  0.0075
C: 0.6259 1.2160 1.6811  -0.2199
C: 0.2161 0.9892 -0.6743  -0.2346
C: -0.7168 1.2669 1.9533  -0.1968
C: -1.0930 1.4017 -0.3812  -0.1955
C: -1.6121 1.4710 0.8842  -0.2357
H: 3.0639 0.5094 1.1036  0.2038
H: 3.0199 1.5181 -0.3377  0.2158
H: 3.7628 -0.9779 -0.6461  0.2163
H: 1.3701 1.2076 2.4759  0.2059
H: 0.4722 0.6635 -1.6728  0.2165
H: -1.1103 1.2911 2.9602  0.2112
H: -1.6996 1.7294 -1.2183  0.2068
H: -2.6126 1.8103 1.1098  0.2170
H: 2.7006 -0.4429 -1.7636  0.2047
H: 1.9604 -1.3772 -0.4577  0.2180

For the electronic energy, the calculation gives -390.609350 a.u. As for the HOMO energy: -8.99 eV. Its max |F| is 2.07 eV/A. The SMILES is CCc1ccccc1.CC. Its charge is 0. The frontier orbital gap is 0.36741 hartree. The value obtained for the molar mass is 136.24 g/mol. For the energy above the lowest of the compared OMol25 structures with the same formula, charge and spin, the calculation gives 69.6 kJ/mol. As for the LUMO energy: 1.00 eV. The multiplicity is 1.

---

Entry 3:
# C3H5PS

2 unconnected molecules or ions with the total composition C3H5PS at a distorted geometry (wB97M-V/def2-TZVPD, the OMol25 dataset).

Each line ends with the natural charge from an NBO analysis.
Atoms and positions in Å:
C: -1.2294 -0.5208 -0.1228  -0.5963
C: 2.1602 -0.0340 -0.1894  -0.3535
C: -0.3107 -1.4145 -0.1243  -0.0671
P: -0.9300 1.3148 -0.1181  0.2878
S: 3.7047 0.1924 0.1299  0.1589
H: -2.2912 -0.7390 -0.1687  0.2295
H: 1.5889 0.6789 -0.7671  0.1679
H: -0.0317 -2.4348 -0.1260  0.2015
H: -0.4346 1.3491 1.1872  -0.0094
H: -2.2261 1.6079 0.2993  -0.0195

For the electronic energy, the calculation gives -856.617049 a.u. As for the HOMO energy (spin up / spin down): -8.15 / -8.05 eV. Its max |F| is 1.63 eV/A. Its charge is 0. The frontier orbital gap (spin up / spin down) is 0.28502 / 0.27561 hartree. The value obtained for the molar mass is 104.11 g/mol. For the energy above the lowest of the compared OMol25 structures with the same formula, charge and spin, the calculation gives 523.4 kJ/mol. As for the LUMO energy (spin up / spin down): -0.39 / -0.55 eV. The multiplicity is 1.

---

Entry 4:
# C4H14N2O2

2 unconnected molecules or ions with the total composition C4H14N2O2 at a distorted geometry (wB97M-V/def2-TZVPD, the OMol25 dataset).

Each line ends with the natural charge from an NBO analysis.
Atoms and positions in Å:
C: 0.7547 -0.9190 -0.0646  -0.2355
C: 0.4903 -0.5655 1.4115  -0.4566
C: 0.4569 0.9433 1.5515  -0.2230
N: 1.6614 1.6859 1.2017  -0.8348
N: -0.2276 -1.8196 -0.7025  -0.6350
C: -1.0728 -1.2654 -1.7051  0.0894
O: -2.1113 -0.3526 -1.2230  -0.7898
H: 0.8827 -0.1038 -0.7884  0.2114
H: 1.7238 -1.3957 -0.2729  0.1840
H: -0.1917 -1.2017 1.9777  0.2230
H: 1.4227 -0.9653 1.8551  0.2032
H: -0.2763 1.4508 0.9342  0.1987
H: 0.1470 1.1973 2.5803  0.1813
H: 1.8393 1.5912 0.2087  0.3583
H: 2.5071 1.3760 1.6674  0.3489
H: -0.6737 -2.4394 -0.0465  0.3625
H: -0.4032 -0.6774 -2.3258  0.1689
H: -1.5915 -2.0493 -2.2490  0.1645
H: -2.9526 -0.5420 -1.6518  0.4787
H: -1.2621 1.3877 -0.8875  0.4955
H: -0.6166 2.6849 -0.4122  0.4660
O: -0.5064 1.9795 -1.0592  -0.9596

For the electronic energy, the calculation gives -420.747652 a.u. As for the HOMO energy: -8.82 eV. Its max |F| is 2.73 eV/A. The SMILES is NCCCNCO.O. Its charge is 0. The frontier orbital gap is 0.35258 hartree. The value obtained for the molar mass is 122.17 g/mol. For the energy above the lowest of the compared OMol25 structures with the same formula, charge and spin, the calculation gives 150.8 kJ/mol. As for the LUMO energy: 0.78 eV. The multiplicity is 1.

---

Entry 5:
# H2IOP

2 unconnected molecules or ions with the total composition H2IOP at a distorted geometry (wB97M-V/def2-TZVPD, the OMol25 dataset).

Each line ends with the natural charge from an NBO analysis.
Atoms and positions in Å:
O: -0.6289 0.5555 -0.7100  -1.0165
P: 0.0196 -0.7862 -0.0785  0.7556
I: -0.1618 -0.5276 2.3409  -0.1403
H: -1.3328 0.5211 -1.2626  0.5000
H: 2.1039 0.2371 -0.2898  -0.0989

For the electronic energy, the calculation gives -715.400408 a.u. As for the HOMO energy (spin up / spin down): -8.51 / -9.10 eV. Its max |F| is 4.50 eV/A. Its charge is 0. The frontier orbital gap (spin up / spin down) is 0.28346 / 0.29826 hartree. The value obtained for the molar mass is 175.89 g/mol. For the energy above the lowest of the compared OMol25 structures with the same formula, charge and spin, the calculation gives 254.4 kJ/mol. As for the LUMO energy (spin up / spin down): -0.79 / -0.98 eV. The multiplicity is 1.

---

Entry 6:
# CH5IN2S

2 unconnected molecules or ions with the total composition CH5IN2S at a distorted geometry (wB97M-V/def2-TZVPD, the OMol25 dataset).

Each line ends with the natural charge from an NBO analysis.
Atoms and positions in Å:
C: -1.3011 -0.1545 -0.0266  -0.4335
N: 0.8568 -2.5935 -2.0132  -0.9665
N: -0.7575 -1.1760 -0.8685  -0.7296
S: 0.7489 -1.3965 -0.9929  1.1815
I: 1.2754 4.4606 2.3749  -0.0961
H: -2.0368 0.5316 -0.5459  0.2134
H: -1.9063 -0.4846 0.7204  0.2032
H: -0.4736 0.3966 0.5460  0.1671
H: 1.8546 -2.7306 -2.3310  0.3641
H: 1.7395 3.1468 3.1369  0.0962

For the electronic energy, the calculation gives -846.394334 a.u. As for the HOMO energy: -9.24 eV. Its max |F| is 3.49 eV/A. Its charge is 0. The frontier orbital gap is 0.32843 hartree. The value obtained for the molar mass is 204.04 g/mol. For the energy above the lowest of the compared OMol25 structures with the same formula, charge and spin, the calculation gives 135.9 kJ/mol. As for the LUMO energy: -0.30 eV. The multiplicity is 1.